The following is a DFT calculation (ωB97M-V/def2-TZVPD) of a cluster of 2 separate species, CH6N3 in total in a non-equilibrium geometry.

Last column: natural (NBO) charge in e.
Atoms and positions in Å:
C (1.98, -0.31, -0.05)  -0.54
N (-0.07, 0.82, 0.63)  0.37
N (-2.19, 0.04, -0.03)  -1.06
N (0.90, 0.41, 0.30)  0.13
H (1.71, -1.39, 0.11)  0.31
H (2.77, 0.14, 0.69)  0.31
H (2.45, -0.27, -1.06)  0.33
H (-2.34, 0.33, -1.06)  0.38
H (-2.89, -0.64, -0.04)  0.39
H (-2.32, 0.85, 0.51)  0.38

Calculated values
energy above the lowest of the compared OMol25 structures with the same formula, charge and spin: 364.8 kJ/mol
lowest unoccupied orbital energy: -5.45 eV
Kohn-Sham gap: 9.17 eV
HOMO level: -14.617 eV
total energy: -205.618479 Eh
net charge: +1

The following is a DFT calculation (ωB97M-V/def2-TZVPD) of the ion CH6N3 with charge +1 in a non-equilibrium geometry.

Last column: natural (NBO) charge in e.
Atoms and positions in Å:
N (-1.81, 0.05, -0.23)  -0.64
N (-0.57, -0.21, 0.35)  -0.33
C (0.38, 0.32, -0.30)  0.39
N (1.61, 0.74, -0.16)  -0.72
H (-2.63, -0.31, 0.15)  0.41
H (-1.68, -0.16, -1.27)  0.37
H (-0.73, -0.08, 1.35)  0.43
H (0.06, 0.29, -1.38)  0.19
H (2.14, 0.93, 0.78)  0.45
H (2.23, 0.56, -0.95)  0.44

Calculated values
SMILES string: NNC=[NH2+]
energy above the lowest of the compared OMol25 structures with the same formula, charge and spin: 292.0 kJ/mol
lowest unoccupied orbital energy: -3.99 eV
Kohn-Sham gap: 10.32 eV
HOMO level: -14.311 eV
total energy: -205.646192 Eh
net charge: +1

The following is a DFT calculation (ωB97M-V/def2-TZVPD) of a structure of composition CH6N3 in a non-equilibrium geometry.

Last column: natural (NBO) charge in e.
Atoms and positions in Å:
C (-0.90, -0.52, 0.28)  0.34
N (-1.04, 0.46, 1.13)  -0.69
N (0.23, -0.76, -0.40)  -0.54
N (1.24, 0.74, -0.83)  -0.37
H (-1.77, -1.26, 0.39)  0.23
H (-1.74, 0.41, 1.92)  0.45
H (0.29, -1.63, -1.02)  0.42
H (1.24, 0.54, -1.84)  0.35
H (2.23, 0.39, -0.49)  0.39
H (-0.47, 1.24, 1.06)  0.42

Calculated values
<S²>: 2.01
energy above the lowest of the compared OMol25 structures with the same formula, charge and spin: 100.2 kJ/mol
lowest unoccupied orbital energy (alpha / beta): -3.59 / -8.60 eV
Kohn-Sham gap (alpha / beta): 9.52 / 6.51 eV
HOMO level (alpha / beta): -13.105 / -15.116 eV
total energy: -205.499170 Eh
net charge: +1
spin multiplicity: 3

The following is a DFT calculation (ωB97M-V/def2-TZVPD) of the ion CH6N3O with charge -1 in a non-equilibrium geometry.

Last column: natural (NBO) charge in e.
Atoms and positions in Å:
C (1.15, 0.01, 0.12)  -0.45
N (0.12, -0.72, 0.75)  -0.11
O (-0.12, -1.86, 0.05)  -0.81
N (-1.03, 0.21, 0.69)  -0.38
N (-1.81, 0.04, -0.48)  -0.79
H (2.15, -0.01, 0.73)  0.15
H (1.39, -0.59, -0.86)  0.18
H (1.03, 1.08, -0.13)  0.18
H (-1.61, -0.35, 1.37)  0.32
H (-1.52, 0.64, -1.31)  0.31
H (-1.50, -1.08, -0.58)  0.39

Calculated values
SMILES string: CN([O-])NN
energy above the lowest of the compared OMol25 structures with the same formula, charge and spin: 131.1 kJ/mol
lowest unoccupied orbital energy: 4.82 eV
Kohn-Sham gap: 6.95 eV
HOMO level: -2.122 eV
total energy: -281.065189 Eh
net charge: -1

The following is a DFT calculation (ωB97M-V/def2-TZVPD) of a cluster of 2 separate species, CH6N3O2P in total in a non-equilibrium geometry.

Last column: natural (NBO) charge in e.
Atoms and positions in Å:
N (-0.82, 0.60, -0.78)  -1.16
P (-1.59, 0.51, 0.74)  1.34
N (-1.48, -1.21, 0.76)  -1.19
O (-0.34, 0.78, 1.76)  -0.95
H (-1.29, 0.07, -1.37)  0.38
H (-0.82, 1.59, -1.13)  0.40
H (-1.77, -1.72, 1.53)  0.39
H (-2.11, -1.75, 0.08)  0.38
H (0.27, 0.24, 1.21)  0.48
N (1.87, -0.07, -0.63)  -0.83
C (3.03, 0.22, -0.76)  0.86
O (4.14, 0.47, -0.80)  -0.52
H (0.91, 0.28, -0.61)  0.43

Calculated values
SMILES string: NP(N)O.N=C=O
energy above the lowest of the compared OMol25 structures with the same formula, charge and spin: 126.9 kJ/mol
lowest unoccupied orbital energy: 0.67 eV
Kohn-Sham gap: 9.80 eV
HOMO level: -9.132 eV
total energy: -697.829231 Eh
net charge: 0

The following is a DFT calculation (ωB97M-V/def2-TZVPD) of the molecule CH6N3PS in a non-equilibrium geometry.

Last column: natural (NBO) charge in e.
Atoms and positions in Å:
C (-1.72, -0.69, -0.07)  -0.37
N (-0.48, -0.46, 0.05)  -0.55
N (1.52, 1.15, 1.00)  -1.18
N (1.62, -0.12, -1.21)  -1.20
P (0.51, 0.91, -0.47)  1.35
S (-3.14, 0.34, -0.32)  0.04
H (-1.88, -1.79, -0.05)  0.22
H (-3.78, -0.76, 0.01)  0.13
H (1.30, 1.94, 1.56)  0.38
H (1.73, 0.29, 1.61)  0.39
H (2.57, 0.31, -1.26)  0.39
H (1.73, -1.11, -0.85)  0.40

Calculated values
<S²>: 2.01
energy above the lowest of the compared OMol25 structures with the same formula, charge and spin: 76.4 kJ/mol
lowest unoccupied orbital energy (alpha / beta): 0.99 / -2.30 eV
Kohn-Sham gap (alpha / beta): 6.19 / 6.89 eV
HOMO level (alpha / beta): -5.204 / -9.192 eV
total energy: -945.369249 Eh
net charge: 0
spin multiplicity: 3

The following is a DFT calculation (ωB97M-V/def2-TZVPD) of the molecule CH6N4 in a non-equilibrium geometry.

Last column: natural (NBO) charge in e.
Atoms and positions in Å:
N (-2.15, -0.25, 0.09)  -0.65
N (-0.82, -0.50, -0.23)  -0.29
C (-0.05, 0.58, -0.02)  0.16
N (1.35, 0.50, -0.26)  -0.46
N (1.61, -0.83, 0.00)  -0.67
H (-2.39, 0.73, -0.20)  0.32
H (-2.84, -0.87, -0.56)  0.35
H (-0.39, 1.60, 0.42)  0.16
H (1.86, 1.36, 0.10)  0.35
H (2.50, -1.26, -0.38)  0.38
H (1.31, -1.07, 1.03)  0.35

Calculated values
SMILES string: N/N=C/NN
energy above the lowest of the compared OMol25 structures with the same formula, charge and spin: 291.6 kJ/mol
lowest unoccupied orbital energy: 1.09 eV
Kohn-Sham gap: 8.75 eV
HOMO level: -7.659 eV
total energy: -260.590759 Eh
net charge: 0

The following is a DFT calculation (ωB97M-V/def2-TZVPD) of the molecule CH6N4 in a non-equilibrium geometry.

Last column: natural (NBO) charge in e.
Atoms and positions in Å:
H (2.19, -1.28, 0.39)  0.33
N (1.48, -0.86, -0.21)  -0.43
N (0.88, 0.06, 0.47)  -0.09
C (0.14, 1.07, -0.35)  -0.13
N (-1.19, 0.64, 0.04)  -0.43
N (-1.01, -0.84, -0.01)  -0.76
H (0.35, 2.08, -0.01)  0.21
H (0.24, 0.92, -1.43)  0.18
H (-1.31, 0.90, 1.03)  0.35
H (-0.36, -1.31, -0.67)  0.40
H (-1.41, -1.38, 0.76)  0.38

Calculated values
SMILES string: [H]/N=N/CNN
energy above the lowest of the compared OMol25 structures with the same formula, charge and spin: 400.2 kJ/mol
lowest unoccupied orbital energy: 0.44 eV
Kohn-Sham gap: 8.35 eV
HOMO level: -7.909 eV
total energy: -260.549414 Eh
net charge: 0

The following is a DFT calculation (ωB97M-V/def2-TZVPD) of a structure of composition CH6N4O in a non-equilibrium geometry.

Last column: natural (NBO) charge in e.
Atoms and positions in Å:
C (-7.45, 0.44, 0.83)  0.37
N (8.61, -0.32, 0.50)  -0.07
N (-8.32, 0.09, -0.09)  -0.33
N (8.54, 0.73, -0.11)  -0.26
N (-7.23, 0.02, -0.95)  -0.10
O (-6.42, 0.19, 0.05)  -0.17
H (-7.36, 0.56, 1.94)  0.29
H (8.18, -0.54, 1.45)  0.43
H (-9.32, 0.33, -0.16)  0.48
H (7.86, 1.81, 0.04)  0.45
H (9.02, 0.77, -1.07)  0.45
H (-7.00, -0.47, -1.85)  0.47

Calculated values
energy above the lowest of the compared OMol25 structures with the same formula, charge and spin: 55.0 kJ/mol
lowest unoccupied orbital energy: -8.14 eV
Kohn-Sham gap: 9.12 eV
HOMO level: -17.264 eV
total energy: -335.087843 Eh
net charge: +2

The following is a DFT calculation (ωB97M-V/def2-TZVPD) of the ion CH6N4O with charge +2 in a non-equilibrium geometry.

Last column: natural (NBO) charge in e.
Atoms and positions in Å:
N (0.06, 1.87, -0.55)  -0.35
N (0.52, 0.64, -0.58)  -0.28
C (0.48, -0.38, 0.53)  0.35
N (-0.03, -1.68, 0.30)  -0.29
N (-1.01, -1.53, 1.21)  0.10
O (-0.61, -0.17, 1.41)  -0.24
H (0.05, 2.48, -1.43)  0.50
H (-0.40, 2.12, 0.37)  0.46
H (1.40, 0.37, -1.25)  0.48
H (1.50, -0.51, 0.98)  0.27
H (0.52, -2.57, 0.22)  0.48
H (-1.76, -2.01, 1.79)  0.53

Calculated values
SMILES string: NN[C@@H]1[NH+]=[NH+]O1
energy above the lowest of the compared OMol25 structures with the same formula, charge and spin: 270.4 kJ/mol
lowest unoccupied orbital energy (alpha / beta): -11.47 / -11.00 eV
Kohn-Sham gap (alpha / beta): 8.49 / 9.09 eV
HOMO level (alpha / beta): -19.964 / -20.090 eV
total energy: -335.005797 Eh
net charge: +2

The following is a DFT calculation (ωB97M-V/def2-TZVPD) of a structure of composition CH6N4O2 in a non-equilibrium geometry.

Last column: natural (NBO) charge in e.
Atoms and positions in Å:
C (0.54, 1.86, -0.58)  0.74
N (-0.36, 2.84, -0.28)  -0.83
N (0.14, 0.73, -1.32)  -0.43
N (-0.17, -0.66, 0.46)  -0.01
N (0.03, -0.38, -0.71)  0.00
O (-0.03, 0.41, 1.40)  -0.57
O (1.70, 2.07, -0.35)  -0.61
H (-1.35, 2.54, -0.32)  0.39
H (0.04, 3.46, 0.41)  0.41
H (-0.14, 0.03, 2.31)  0.51
H (-0.16, -2.59, 1.12)  0.01
H (0.03, -1.08, -1.47)  0.43
H (-0.64, -3.09, 1.54)  -0.04

Calculated values
energy above the lowest of the compared OMol25 structures with the same formula, charge and spin: 426.2 kJ/mol
lowest unoccupied orbital energy: 0.46 eV
Kohn-Sham gap: 9.51 eV
HOMO level: -9.050 eV
total energy: -411.026258 Eh
net charge: 0

The following is a DFT calculation (ωB97M-V/def2-TZVPD) of the molecule CH6N4O2 in a non-equilibrium geometry.

Last column: natural (NBO) charge in e.
Atoms and positions in Å:
N (-1.30, -2.16, -0.32)  -0.76
N (-1.39, -0.69, -0.46)  -0.36
C (-0.28, -0.04, -0.31)  0.49
N (0.96, -0.62, 0.11)  -0.38
O (1.42, 0.03, 1.25)  -0.58
N (-0.40, 1.38, -0.41)  -0.32
O (0.68, 2.21, -0.23)  -0.55
H (-2.01, -2.52, 0.32)  0.37
H (-1.29, -2.65, -1.27)  0.38
H (0.64, -1.55, 0.44)  0.39
H (2.36, 0.00, 0.98)  0.49
H (-1.09, 1.78, 0.28)  0.37
H (1.19, 1.80, 0.52)  0.46

Calculated values
SMILES string: NN=C(NO)NO
energy above the lowest of the compared OMol25 structures with the same formula, charge and spin: 424.1 kJ/mol
lowest unoccupied orbital energy: 0.65 eV
Kohn-Sham gap: 9.36 eV
HOMO level: -8.714 eV
total energy: -411.027030 Eh
net charge: 0

Q: Look up the net charge of the second one.
A: +1